ORCA calculation (ωB97M-V/def2-TZVPD) on C34H52BN7ORhS2Si3 as an isolated structure.

```
101
Properties=species:S:1:pos:R:3:forces:R:3:lowdin_charge:R:1
H -1.4421 -2.4757 3.1320 -0.02 -0.01 -0.02 0.0885
N -3.0394 -2.4178 -1.6119 0.01 -0.02 0.00 -0.0785
H -1.4551 -2.1153 -4.5087 0.01 -0.01 -0.01 0.1133
C 0.3521 3.9765 -4.3999 0.00 -0.02 -0.01 -0.0657
H -4.9417 3.5512 1.1144 0.00 0.00 0.00 0.1135
H -3.6455 -5.4138 0.9082 0.00 0.00 0.00 0.1257
C -1.7252 3.6874 0.1105 0.00 -0.01 0.01 -0.3785
H 5.1421 0.7985 2.1566 -0.01 0.00 0.01 0.0354
O -0.9095 1.2784 -0.5625 0.00 0.02 -0.29 -0.5819
C -3.9482 3.9460 0.9464 0.00 0.01 0.01 -0.0604
H -3.2922 -4.6427 -1.4773 0.00 0.00 0.01 0.0788
S 0.8445 -1.8592 -1.7706 0.19 -0.03 -0.03 0.6727
C -2.9901 3.1608 0.3230 0.01 0.00 -0.01 -0.0958
C -1.3924 4.9675 0.5271 -0.01 0.01 -0.01 -0.0677
H 0.4130 0.5010 -3.0594 0.01 0.00 0.00 0.1018
H 1.8757 -3.9853 -0.1633 -0.03 0.03 -0.01 -0.0049
C -3.0622 -0.2924 -1.9782 -0.02 -0.02 -0.02 -0.1710
H -3.0211 3.9233 -4.7267 0.00 0.00 0.00 0.1151
H -0.8834 -3.2438 -3.3272 0.00 0.03 -0.01 0.0774
H 2.1527 -3.5714 3.5654 0.00 -0.01 0.00 0.0359
C -2.7212 -4.2096 2.5610 0.01 0.01 0.00 -0.0397
H 1.0559 1.8974 1.6197 0.03 0.02 -0.01 0.0008
C -2.2879 1.1320 3.3123 0.00 0.00 -0.01 -0.0343
C -0.0960 -1.4138 -3.1574 -0.02 0.03 0.06 -0.7904
N -2.4198 -3.7907 0.4087 -0.08 0.02 0.00 -0.0774
C -0.7001 3.2415 -2.3705 0.00 -0.02 0.01 -0.3662
C 0.1105 -0.2079 2.9981 -0.01 0.01 0.05 -0.3000
H 5.1952 1.9703 0.8387 0.01 0.00 0.00 0.0397
C 2.7160 1.0540 -1.0429 -0.03 0.04 0.02 -0.1937
H 4.5111 -3.0698 3.0361 -0.01 0.00 0.00 0.0210
C -1.3798 1.1267 4.3557 0.01 -0.01 0.00 -0.0331
C -1.9554 3.3709 -2.9562 0.00 -0.01 0.01 -0.0650
H -3.0497 -4.6520 3.4844 0.00 0.00 0.00 0.0989
H -0.3905 5.3506 0.3725 0.00 0.00 0.00 0.1171
N -0.7839 -2.3510 -3.7945 -0.04 -0.04 0.03 0.1653
H -1.3956 -3.9912 -1.5955 0.00 0.03 0.00 0.0444
C -4.0632 -2.1865 -2.4426 0.02 -0.01 0.00 -0.0816
C 4.9654 -2.7845 2.0856 0.00 0.01 -0.01 -0.1694
H 0.6691 -3.4939 2.6059 0.04 -0.01 -0.02 0.0154
H 0.5373 0.4293 4.9992 0.00 0.01 0.00 0.0991
H 2.4068 -4.5162 1.4354 -0.01 -0.01 0.03 0.0174
H -2.6271 0.4304 1.3086 0.01 -0.01 0.02 0.0951
H 3.0264 2.0811 -1.2561 0.01 0.01 0.00 0.0358
N -0.1002 -0.1718 -3.6066 0.00 -0.01 -0.01 0.0004
H -4.3824 5.8441 1.8429 0.00 0.00 0.00 0.1117
C -0.8969 4.1142 -4.9856 0.00 0.00 0.00 -0.0696
C 2.8413 -0.6107 4.2912 0.00 -0.04 0.01 -0.1561
H 1.4229 3.4389 -2.6093 0.00 0.00 0.00 0.1002
H 2.9924 0.4682 4.2940 0.00 0.02 -0.02 0.0299
Si 3.0813 0.6975 0.7675 0.02 0.01 -0.01 0.3972
H -3.2119 2.1482 0.0104 0.00 0.01 -0.03 0.0925
H 4.6544 -1.0972 -1.1558 0.02 0.05 0.00 -0.0031
C -2.0487 3.8061 -4.2671 0.00 -0.01 0.00 -0.0613
C -3.0301 -4.6080 1.2704 0.00 0.01 -0.01 -0.0651
C -0.8771 0.2729 -4.7492 0.00 0.01 0.00 -0.0350
H 3.2163 0.3877 -1.7424 0.02 -0.04 0.00 0.0213
C -2.3584 5.7460 1.1473 0.02 0.00 0.00 -0.0591
H -3.2405 1.6374 3.3867 0.00 0.00 0.00 0.1119
H 5.5949 -1.9091 2.2569 0.00 0.01 0.00 0.0320
H -1.9481 0.1838 -4.5508 0.01 -0.01 0.00 0.0838
C -4.1166 -0.8298 -2.7166 0.00 0.01 0.02 -0.0579
H 2.4147 2.9945 1.3510 0.00 0.01 -0.01 0.0410
H 2.3633 1.9954 2.7974 0.01 0.00 0.02 0.0256
H -0.6417 1.3148 -4.9409 0.00 0.04 0.01 0.0730
Si 3.6971 -2.4871 0.7284 0.00 0.02 0.01 0.3902
H -2.8521 3.1628 -2.3867 -0.01 0.00 0.02 0.1105
C 2.6327 -1.0387 1.2970 0.01 -0.05 0.01 -0.3272
Si 1.7330 -1.2322 2.9072 -0.01 0.00 -0.03 0.4720
C -3.6329 5.2359 1.3546 -0.01 -0.01 0.00 -0.0614
N -1.7144 -2.8600 1.0843 0.21 0.01 -0.01 -0.0468
C 2.1372 2.0074 1.7307 -0.04 0.00 -0.01 -0.1733
N -0.7880 -0.1754 1.9891 0.09 -0.02 0.02 -0.0584
C -1.8973 -3.1056 2.3864 -0.10 0.04 0.02 -0.1644
H 1.2463 4.2218 -4.9571 0.00 0.00 0.00 0.1148
H -2.1132 6.7464 1.4770 0.00 0.00 0.00 0.1129
H 3.8211 -1.0842 4.1995 -0.01 0.01 0.00 0.0317
H 1.6411 0.9660 -1.2106 0.00 0.02 0.00 -0.0421
C 0.4539 3.5368 -3.0846 0.01 -0.01 0.00 -0.0855
H 5.6160 -3.6058 1.7734 0.01 0.00 0.02 0.0419
H 0.6686 -2.9613 4.2886 0.01 0.00 0.01 0.0456
H 3.4207 -4.8011 0.0286 -0.01 0.00 -0.01 0.0439
H 5.5364 0.2676 0.5190 0.00 0.01 0.02 0.0266
C 4.6371 -2.1447 -0.8655 -0.06 -0.02 -0.02 -0.1729
B -2.5023 -3.8045 -1.1359 0.03 -0.03 -0.01 -0.4255
N -2.4192 -1.2589 -1.3217 0.03 0.09 0.04 -0.0466
H -1.6009 1.6357 5.2849 0.00 0.00 0.00 0.1171
C -0.1822 0.4492 4.1921 -0.01 0.01 0.01 -0.0590
C 2.7399 -4.0824 0.4948 0.03 0.01 -0.03 -0.1764
H -0.6168 -0.3076 -5.6362 0.01 0.01 -0.01 0.1000
C -1.9485 0.4648 2.1512 -0.01 0.01 -0.02 -0.1478
H -2.7180 0.7231 -1.8878 0.00 0.02 0.01 0.0697
S -0.4570 2.7102 -0.6760 0.07 0.00 0.15 1.0109
H -4.8307 -0.3110 -3.3324 0.00 0.00 0.00 0.0951
H 5.6752 -2.4673 -0.7578 -0.01 -0.03 0.00 0.0404
Rh -0.6038 -1.2370 0.0140 -0.40 -0.22 0.14 0.9200
H 2.4326 -0.9045 5.2612 0.01 0.01 0.01 0.0435
C 4.9109 0.9476 1.0996 -0.01 0.02 -0.01 -0.1611
C 1.2558 -2.9813 3.3664 0.04 0.00 -0.01 -0.1731
H 4.2001 -2.7078 -1.6925 -0.02 0.02 -0.01 0.0306
H -0.9781 4.4706 -6.0040 0.00 0.00 0.00 0.1145
H -4.6847 -3.0012 -2.7743 0.00 0.00 0.00 0.1238
```
Positions in Å, forces in eV/Å.

Values from the calculation:
Gap between HOMO and LUMO (alpha / beta) in eV: 8.15 / 7.44
Multiplicity: 5
Energy in Ha: -3585.47741
Max |F| in hartree/bohr: 0.0093
Net charge: +1
Relative energy (zero: lowest compared OMol25 entry of this formula, charge and spin) in kcal per mole: 0.0